1.
The following is a quantum chemistry calculation of a structure of composition C2H4CuLiO at a distorted geometry, from the OMol25 dataset.

XYZ file:
```
9
Properties=species:S:1:pos:R:3:lowdin_charge:R:1
O 0.507 -0.903 0.192 -0.551
Li -0.829 -1.866 0.643 0.640
C 0.004 0.251 0.669 -0.415
C -0.283 1.348 -0.276 -0.138
H 0.320 0.479 1.697 0.088
H -1.057 1.048 -1.000 0.065
H -0.610 2.258 0.242 0.068
Cu 1.530 -1.340 -1.316 0.128
H 0.671 1.455 -1.006 0.114
```

Computed properties:
HOMO energy (spin up / spin down)   -5.0874 / -8.1100 eV
Gap between HOMO and LUMO (spin up / spin down)   4.306 / 7.017 eV
Relative energy (zero: lowest compared OMol25 entry of this formula, charge and spin)   0.000 eV
2S+1   3
Net charge   0

=====

2.
The following is a quantum chemistry calculation of a structure of composition C27H23CaF6N9O5S4, from the OMol25 dataset.

XYZ file:
```
75
Properties=species:S:1:pos:R:3:lowdin_charge:R:1
Ca 0.597 -0.109 -0.519 1.196
C -4.042 3.491 -2.135 -0.420
S -2.399 3.407 -2.868 0.826
C -1.609 2.164 -1.917 -1.163
S -0.020 1.829 -2.484 0.488
N -2.327 1.633 -0.958 -0.086
N -1.685 0.666 -0.242 -0.117
C -2.415 -0.016 0.552 -0.092
C -1.869 -1.110 1.361 -0.274
C -2.695 -1.732 2.293 -0.013
C -2.182 -2.744 3.086 -0.040
C -0.863 -3.126 2.912 -0.042
C -0.114 -2.475 1.945 -0.135
N -0.589 -1.487 1.193 0.027
H -4.567 4.280 -2.675 0.026
H -3.998 3.744 -1.079 0.027
H -4.576 2.552 -2.257 0.033
H -3.484 0.183 0.622 0.129
H -3.723 -1.410 2.397 0.118
H -2.802 -3.224 3.832 0.118
H -0.416 -3.912 3.503 0.114
H 0.921 -2.753 1.771 0.115
C 5.724 -2.954 0.869 -0.072
C 6.016 -1.723 1.446 -0.075
C 5.157 -0.651 1.281 -0.033
C 3.995 -0.828 0.532 -0.257
C 3.685 -2.059 -0.033 -0.014
C 4.563 -3.121 0.129 -0.055
N 3.051 0.228 0.347 0.013
N 3.505 1.368 0.519 0.104
C 2.546 2.427 0.469 -0.320
C 3.066 3.709 0.397 0.005
C 2.171 4.767 0.405 -0.041
C 0.818 4.495 0.514 -0.030
C 0.403 3.173 0.580 -0.148
N 1.250 2.150 0.551 0.027
H 6.406 -3.784 0.998 0.107
H 6.920 -1.601 2.028 0.106
H 5.373 0.310 1.724 0.105
H 2.798 -2.185 -0.640 0.078
H 4.338 -4.072 -0.334 0.115
H 4.135 3.850 0.335 0.115
H 2.526 5.786 0.333 0.113
H 0.082 5.287 0.531 0.113
H -0.650 2.926 0.634 0.099
N 1.252 -1.899 7.726 0.175
C 0.170 -1.724 6.924 -0.502
O -0.926 -2.179 7.181 0.068
C 0.407 -0.937 5.665 -0.143
C -0.651 -0.211 5.137 0.003
C -0.460 0.468 3.945 -0.132
N 0.680 0.436 3.259 0.077
C 1.692 -0.252 3.777 -0.139
C 1.611 -0.946 4.976 -0.013
H 1.109 -2.372 8.602 0.115
H 2.090 -1.361 7.600 0.098
H -1.606 -0.197 5.645 0.124
H -1.269 1.041 3.504 0.112
H 2.610 -0.275 3.198 0.095
H 2.464 -1.516 5.324 0.112
F -0.270 -4.912 -2.700 0.151
C -0.187 -3.931 -1.814 -0.648
F -1.288 -3.944 -1.060 0.130
F 0.857 -4.163 -1.010 0.119
S -0.019 -2.254 -2.653 0.568
O 1.184 -1.710 -2.009 -0.496
O -1.203 -1.544 -2.270 -0.294
N 0.105 -2.497 -4.155 -0.280
S 1.433 -3.058 -4.854 0.609
O 2.228 -3.871 -3.986 -0.277
O 1.064 -3.500 -6.155 -0.257
C 2.443 -1.507 -5.118 -0.670
F 1.665 -0.435 -5.211 0.138
F 3.303 -1.325 -4.115 0.129
F 3.138 -1.636 -6.246 0.139
```

Computed properties:
HOMO energy   -7.8280 eV
Gap between HOMO and LUMO   6.323 eV
Relative energy (zero: lowest compared OMol25 entry of this formula, charge and spin)   0.587 eV
2S+1   1
Net charge   0

=====

3.
The following is a quantum chemistry calculation of a structure of composition C17H33AsF5N4O3P2RbS4Sb, from the OMol25 dataset.

XYZ file:
```
71
Properties=species:S:1:pos:R:3:lowdin_charge:R:1
Rb 1.872 0.859 0.353 0.466
F 3.074 -3.054 6.231 0.078
C 2.747 -1.809 5.826 -0.163
C 3.054 -1.371 4.550 -0.176
F 3.678 -2.205 3.702 0.103
C 2.717 -0.091 4.158 -0.281
F 3.033 0.260 2.896 -0.026
C 2.046 0.834 4.976 -0.673
S 1.589 2.403 4.435 0.464
C 1.763 0.337 6.260 -0.261
F 1.121 1.111 7.153 0.044
C 2.097 -0.935 6.679 -0.161
F 1.790 -1.344 7.928 0.079
C 0.176 -1.749 -4.250 -0.132
N -0.816 -1.780 -3.160 -0.299
C -1.017 -3.133 -2.657 -0.132
P -0.796 -0.462 -2.187 0.443
O 0.326 0.480 -2.195 -0.362
O -1.281 -1.108 -0.771 -0.288
P -1.332 -0.756 0.782 0.433
O -0.803 0.539 1.218 -0.348
N -2.995 -0.810 0.997 -0.295
C -3.688 -2.043 0.680 -0.134
C -3.474 -0.199 2.229 -0.112
N -0.616 -2.018 1.555 -0.268
C 0.375 -1.745 2.596 -0.093
C -0.477 -3.345 0.970 -0.120
N -2.167 0.398 -2.633 -0.287
C -2.320 1.709 -2.012 -0.108
C -3.425 -0.317 -2.723 -0.125
H -0.229 -2.310 -5.097 0.078
H 1.125 -2.179 -3.934 -0.015
H 0.371 -0.725 -4.563 0.075
H -1.232 -3.773 -3.517 0.082
H -1.874 -3.174 -1.985 0.054
H -0.123 -3.501 -2.146 0.030
H -3.321 -2.456 -0.259 0.057
H -4.756 -1.838 0.561 0.080
H -3.568 -2.800 1.468 0.084
H -2.888 0.691 2.447 0.078
H -3.405 -0.886 3.084 0.084
H -4.522 0.086 2.102 0.078
H 0.268 -0.729 2.970 0.078
H 1.388 -1.880 2.202 0.079
H 0.229 -2.443 3.425 0.092
H -1.246 -3.519 0.219 0.055
H -0.591 -4.095 1.758 0.084
H 0.500 -3.460 0.492 0.013
H -1.349 2.193 -1.936 0.056
H -2.753 1.637 -1.004 0.082
H -2.980 2.325 -2.629 0.078
H -3.273 -1.269 -3.230 0.073
H -4.136 0.275 -3.307 0.077
H -3.869 -0.499 -1.734 0.067
S 3.737 -1.495 -4.659 -0.374
Sb 3.819 -1.240 -2.354 0.042
S 4.363 0.940 -1.685 -0.404
S 1.973 -2.094 -1.181 -0.189
C 0.250 5.382 -1.821 -0.357
As 1.478 3.864 -1.565 1.016
C 1.702 3.350 -3.432 -0.333
C 3.114 4.928 -1.375 -0.342
H 0.633 6.073 -2.575 0.011
H 0.129 5.910 -0.875 0.008
H -0.727 5.014 -2.138 0.000
H 1.959 4.210 -4.053 0.018
H 0.782 2.887 -3.788 0.010
H 2.493 2.598 -3.470 -0.006
H 3.180 5.690 -2.154 0.015
H 3.966 4.250 -1.453 0.004
H 3.131 5.402 -0.394 0.013
```

Computed properties:
HOMO energy (spin up / spin down)   -0.9817 / -2.0288 eV
Gap between HOMO and LUMO (spin up / spin down)   4.628 / 5.674 eV
Relative energy (zero: lowest compared OMol25 entry of this formula, charge and spin)   0.022 eV
2S+1   2
Net charge   -2

=====

4.
The following is a quantum chemistry calculation of the molecule C3H5NS at a distorted geometry, from the OMol25 dataset.

XYZ file:
```
10
Properties=species:S:1:pos:R:3:lowdin_charge:R:1
S -1.774 -0.005 0.061 0.634
C -0.185 0.069 -0.127 -0.924
C 0.946 1.061 -0.088 -0.120
C 1.877 -0.164 0.215 -0.141
N 0.711 -0.932 -0.120 -0.021
H 0.871 1.923 0.528 0.093
H 1.179 1.363 -1.137 0.127
H 2.737 -0.360 -0.417 0.112
H 2.015 -0.223 1.280 0.105
H 0.773 -1.889 -0.380 0.135
```

Computed properties:
HOMO energy   -8.3512 eV
Gap between HOMO and LUMO   9.109 eV
SMILES   S=C1CCN1
Relative energy (zero: lowest compared OMol25 entry of this formula, charge and spin)   0.745 eV
2S+1   1
Net charge   0

=====

5.
The following is a quantum chemistry calculation of a cluster of 2 separate species, C3H4S in total at a distorted geometry, from the OMol25 dataset.

XYZ file:
```
8
Properties=species:S:1:pos:R:3:lowdin_charge:R:1
C -1.438 -0.255 0.043 -0.005
C -1.154 0.520 -0.848 0.008
H -1.849 -0.662 0.926 0.038
H -0.879 1.313 -1.459 0.019
C 1.337 -0.146 0.405 -0.636
S 1.828 -1.691 0.339 0.587
H 1.460 0.620 -0.467 0.046
H 0.696 0.302 1.059 -0.058
```

Computed properties:
HOMO energy   -8.7134 eV
Gap between HOMO and LUMO   8.527 eV
SMILES   C#C.C=S
Relative energy (zero: lowest compared OMol25 entry of this formula, charge and spin)   2.561 eV
2S+1   1
Net charge   0

=====

6.
The following is a quantum chemistry calculation of a structure of composition C23H25Br24F9O8S at a distorted geometry, from the OMol25 dataset.

XYZ file:
```
90
Properties=species:S:1:pos:R:3:lowdin_charge:R:1
C -4.946 -3.000 -3.242 -0.116
C -3.431 -3.575 -2.828 -0.255
O -2.686 -2.527 -2.112 -0.268
C -1.645 -3.104 -1.225 -0.163
C -1.702 -2.195 0.178 -0.047
C -0.495 -2.555 1.225 -0.307
C -0.914 -3.074 2.736 -0.057
C -2.263 -2.361 3.346 -0.156
O -2.134 -1.982 4.786 -0.121
C -2.375 -0.516 4.833 -0.272
C -1.059 0.426 4.419 -0.026
O -3.554 0.020 5.220 -0.007
O 0.142 -3.770 0.654 -0.018
C 1.441 -3.842 1.388 -0.186
O 2.099 -4.989 1.650 0.055
O 1.798 -2.438 1.773 -0.061
C 0.679 -1.462 1.555 -0.184
S 1.392 -0.385 0.201 0.938
O 2.852 -0.901 -0.107 -0.351
O 0.638 -0.428 -1.148 -0.315
C 1.606 1.340 0.928 -0.226
F 3.087 1.608 1.053 -0.198
F 1.051 1.505 2.291 0.011
C 0.998 2.549 0.003 -0.102
F 1.779 2.679 -1.282 0.002
F 1.279 3.828 0.757 -0.017
C -0.602 2.431 -0.333 -0.075
F -1.333 1.409 0.461 0.035
F -0.697 2.188 -1.821 0.028
C -1.436 3.860 -0.094 -0.128
F -0.881 4.991 -0.880 0.056
F -1.605 4.151 1.359 0.034
F -2.827 3.607 -0.626 0.015
H -5.368 -2.443 -2.283 0.089
H -4.874 -2.196 -4.119 0.062
H -5.663 -3.903 -3.548 0.001
H -2.887 -3.798 -3.859 0.101
H -3.626 -4.554 -2.194 0.109
H -0.601 -2.924 -1.746 0.134
H -1.817 -4.264 -1.006 0.145
H -2.794 -2.382 0.608 0.139
H -1.705 -1.066 -0.190 0.120
H -1.112 -4.242 2.729 0.159
H -0.059 -2.906 3.546 0.154
H -2.637 -1.422 2.752 0.132
H -3.122 -3.189 3.328 0.155
H -0.118 -0.179 4.784 0.103
H -1.053 1.465 4.957 -0.010
H -1.122 0.534 3.241 0.082
H 0.560 -1.001 2.630 0.151
C -0.548 -0.036 -4.871 -1.582
Br -0.182 1.183 -6.341 0.566
Br -2.457 -0.315 -4.619 0.606
Br 0.409 -1.718 -5.070 0.570
H -0.171 0.440 -3.959 -0.045
C -3.995 7.138 -0.572 -1.616
Br -5.254 6.802 0.872 0.555
Br -4.579 6.333 -2.244 0.561
Br -3.617 9.036 -0.776 0.560
H -3.053 6.653 -0.295 -0.051
C -1.167 4.132 6.880 -1.583
Br -1.998 4.166 5.121 0.582
Br -2.478 3.877 8.294 0.571
Br 0.267 2.822 6.977 0.582
H -0.713 5.116 7.038 -0.023
C 6.571 2.333 0.964 -1.560
Br 6.986 3.677 -0.379 0.549
Br 5.952 3.135 2.624 0.552
Br 5.321 1.002 0.293 0.744
H 7.505 1.808 1.191 -0.124
C -5.686 -7.447 -3.667 -1.583
Br -5.726 -6.063 -5.032 0.599
Br -3.882 -7.765 -3.012 0.555
Br -6.927 -7.071 -2.217 0.556
H -6.021 -8.375 -4.142 -0.024
C 0.462 -4.956 -7.247 -1.614
Br -0.369 -4.922 -9.006 0.559
Br -0.849 -5.211 -5.833 0.524
Br 1.897 -6.266 -7.149 0.559
H 0.916 -3.972 -7.089 -0.062
C 4.684 6.831 -0.757 -1.606
Br 5.292 6.992 1.084 0.538
Br 3.293 5.484 -0.944 0.601
Br 4.133 8.546 -1.490 0.559
H 5.540 6.491 -1.348 -0.039
C 10.888 1.130 2.413 -1.589
Br 10.057 1.164 0.654 0.604
Br 9.577 0.875 3.827 0.563
Br 12.323 -0.180 2.511 0.562
H 11.342 2.114 2.571 -0.021
```

Computed properties:
HOMO energy   -9.9894 eV
Gap between HOMO and LUMO   8.600 eV
2S+1   1
Net charge   0

=====

- The lowest net charge belongs to which entry?
  C17H33AsF5N4O3P2RbS4Sb

=====

- The highest 2S+1 belongs to which entry?
  C2H4CuLiO